No. 1
Below is a molecular structure, C35H30ClN6O3P2RhSe2, with properties calculated with ωB97M-V/def2-TZVPD.

XYZ file:
```
80
Properties=species:S:1:pos:R:3:mulliken_charge:R:1
Rh 0.042 -0.876 0.657 -0.19
Se 0.482 1.350 1.657 -0.28
Se 6.372 -1.842 0.785 -0.37
Cl -1.050 3.098 -3.348 -0.22
P 2.585 1.385 1.095 1.00
P 5.733 -0.425 -0.625 0.68
O -2.252 -1.446 3.880 -0.70
O -1.594 -1.072 1.787 -0.49
O 1.138 -4.030 2.891 -0.72
N 1.779 -0.647 -0.454 1.54
N 2.145 -1.507 -1.388 -1.35
N 3.430 -1.407 -1.604 -0.34
N -1.193 -0.001 -0.915 0.22
N -0.055 -2.797 -0.169 -0.31
N 0.832 -1.864 2.185 0.39
C 2.889 2.978 -1.153 -0.41
C 7.591 2.785 1.070 -0.78
C 6.338 3.617 -0.807 -0.72
C 0.961 -3.619 0.541 -0.72
C 5.363 0.728 4.648 -0.64
C 2.961 5.379 -1.102 -0.64
C 4.443 -0.238 4.261 -0.91
C 7.117 1.504 0.825 -0.47
C 0.117 -1.500 3.410 -0.72
C 5.475 1.913 3.937 -0.84
C 6.262 1.274 -0.245 0.82
C 2.949 4.192 -1.820 -0.99
C -3.429 0.421 -1.603 -0.90
C 7.563 -1.314 -2.485 -0.63
C 2.817 4.143 0.955 -0.75
C 6.336 -0.684 -2.317 0.76
C 2.890 5.353 0.285 -0.90
C 2.865 0.050 -0.048 -0.60
C 3.724 1.190 2.468 0.61
C 5.889 2.333 -1.070 -0.25
C 3.617 -0.010 3.175 -0.04
C 5.646 -0.204 -3.428 -0.03
C 7.196 3.841 0.264 -0.64
C 6.189 -0.344 -4.695 -0.93
C -3.008 1.487 -2.379 -0.12
C -1.656 1.781 -2.406 -0.09
C -2.495 -0.297 -0.878 -0.13
C -1.368 -1.333 3.064 0.56
C 2.843 2.949 0.237 1.19
C 8.105 -1.451 -3.755 -0.65
C 4.662 2.148 2.839 -0.27
C 7.421 -0.963 -4.858 -0.43
C -0.775 1.020 -1.662 -0.21
C 3.932 -0.446 -0.794 0.33
C 0.996 -3.206 2.004 0.53
H 6.208 2.655 4.227 0.44
H 1.927 -3.422 0.077 0.19
H 4.369 -1.173 4.799 0.48
H 7.842 -1.076 -5.849 0.39
H 0.235 -2.266 4.173 0.50
H 9.059 -1.946 -3.881 0.40
H 7.401 0.672 1.459 0.26
H 5.645 0.019 -5.557 0.41
H -0.974 -3.224 -0.124 0.28
H 0.749 -4.683 0.471 0.46
H -2.791 -1.100 -0.217 0.48
H 6.004 0.550 5.502 0.40
H -4.475 0.156 -1.542 0.39
H 4.790 3.052 2.260 0.39
H 2.721 4.132 2.034 0.61
H 0.488 -0.552 3.802 0.21
H 5.253 2.156 -1.928 0.40
H 4.671 0.251 -3.311 0.20
H 2.878 2.051 -1.714 0.46
H 8.078 -1.709 -1.618 0.34
H -3.708 2.082 -2.950 0.45
H 2.985 4.210 -2.902 0.50
H 0.228 -2.690 -1.142 0.34
H 3.012 6.326 -1.623 0.43
H 2.895 -0.761 2.869 0.21
H 7.561 4.841 0.462 0.41
H 2.877 6.278 0.846 0.47
H 6.029 4.437 -1.442 0.46
H 8.266 2.957 1.900 0.42
H 0.286 1.227 -1.666 0.36
```

Computed properties:
Strongest force on any atom ... 0.714 eV Å⁻¹
Orbital gap ... 0.288 Ha
LUMO energy ... -0.20 eV
Relative energy (zero: lowest compared OMol25 entry of this formula, charge and spin) ... 0.000 eV

---

No. 2
Below is a molecular structure, C35H30F3N4O6ReSTe at a distorted geometry, with properties calculated with ωB97M-V/def2-TZVPD.

XYZ file:
```
81
Properties=species:S:1:pos:R:3:mulliken_charge:R:1
Re 0.486 0.438 1.175 0.15
Te 3.009 1.409 0.801 0.44
S -1.787 0.865 -0.336 1.79
F 0.767 3.403 4.985 -0.26
F -0.789 4.706 4.233 -0.24
F 1.081 4.519 3.169 -0.24
O -1.550 2.418 2.879 -0.57
O -0.142 -2.875 0.027 -0.63
O -1.608 0.093 -1.530 -0.67
O 0.610 1.946 2.624 -0.26
O 1.760 0.941 -1.415 -0.80
O -0.801 1.923 -0.140 -0.77
N -1.436 -0.080 0.993 0.37
N 1.115 -2.449 -1.856 -0.07
N 0.826 -0.820 -0.376 1.47
N 0.244 -1.162 2.550 -0.41
C 2.413 -1.688 -4.806 -0.05
C 0.871 -2.763 4.209 -1.00
C 0.152 3.844 3.877 0.57
C -7.646 1.953 0.455 -1.46
C 5.206 -2.104 -0.769 -0.96
C -5.264 2.186 1.159 -1.08
C 1.132 -1.654 3.405 0.02
C -6.189 1.751 0.211 1.01
C -2.575 -3.505 3.011 -0.87
C 3.336 -1.317 -2.044 -0.74
C 3.758 2.071 2.723 -1.14
C -3.154 -1.811 1.379 -0.67
C -1.312 -2.911 3.230 0.38
C -0.373 2.632 3.042 0.41
C 4.121 -0.287 -2.558 0.01
C 5.987 -1.079 -1.273 -0.50
C 1.848 -1.325 -2.397 3.84
C 1.440 -0.247 -1.413 -0.86
C -4.369 0.941 -1.151 -0.21
C -3.455 -2.966 2.102 -1.08
C 2.361 3.366 0.231 -0.86
C -3.908 1.997 0.972 -0.63
C -1.922 -1.189 1.564 0.68
C 0.514 -2.150 -0.682 -0.57
C 5.442 -0.170 -2.167 -0.92
C -0.979 -1.760 2.480 0.66
C 0.564 -0.244 -4.264 -0.27
C 2.222 -1.430 -6.151 -0.95
C 3.874 -2.216 -1.135 -0.32
C -3.476 1.362 -0.180 -0.25
C 0.387 0.019 -5.612 -0.94
C 1.602 -1.072 -3.859 -0.30
C -5.723 1.141 -0.953 -0.86
C 1.225 -0.557 -6.554 -0.52
C -0.345 -3.403 4.129 -0.61
H 3.686 0.425 -3.246 0.50
H 1.094 -0.337 -7.604 0.40
H 1.384 3.268 -0.235 0.18
H -6.420 0.802 -1.704 0.39
H -5.616 2.657 2.065 0.46
H 3.190 -2.366 -4.485 0.47
H -0.569 -4.264 4.743 0.49
H -8.247 1.367 -0.232 0.37
H 5.631 -2.824 -0.089 0.46
H 2.857 -1.909 -6.880 0.43
H -4.408 -3.447 1.938 0.43
H 3.250 -2.995 -0.719 0.51
H -7.904 3.003 0.322 0.32
H -3.992 0.454 -2.037 0.54
H -3.201 2.324 1.715 0.73
H 0.966 -3.313 -2.349 0.27
H 1.635 -3.109 4.886 0.44
H -0.098 0.179 -3.523 0.37
H 3.064 3.779 -0.489 0.44
H 2.983 2.588 3.286 0.22
H 2.303 3.992 1.116 0.30
H 7.011 -0.971 -0.952 0.44
H -3.850 -1.412 0.657 0.56
H -2.831 -4.398 3.557 0.46
H -7.905 1.686 1.477 0.38
H -0.404 0.680 -5.929 0.45
H 6.050 0.629 -2.558 0.44
H 4.113 1.214 3.289 0.38
H 2.087 -1.146 3.438 0.51
H 4.590 2.749 2.547 0.39
```

Computed properties:
Multiplicity ... 2
Net charge ... +1
Strongest force on any atom ... 3.649 eV Å⁻¹
Orbital gap (alpha / beta) ... 0.222 / 0.237 Ha
LUMO energy (alpha / beta) ... -5.07 / -4.71 eV
Relative energy (zero: lowest compared OMol25 entry of this formula, charge and spin) ... 0.894 eV